Record 1
Below is 9 unconnected molecules or ions with the total composition C27H78N12O9, with properties calculated with ωB97M-V with the def2-TZVPD basis set.

```
126
Properties=species:S:1:pos:R:3:forces:R:3:lowdin_charge:R:1
C 3.030 -2.231 1.160 -1.49 -0.04 0.61 -0.06
C 3.730 -2.122 2.504 -0.73 0.42 -1.71 -0.45
C 3.049 -2.859 3.630 -0.84 0.46 1.27 -0.16
O 1.640 -2.494 3.728 -0.33 -0.76 0.55 -0.26
C 0.949 -2.953 4.937 1.32 -0.19 -0.28 -0.08
N 5.076 -2.604 2.338 1.37 -0.28 0.69 0.04
H 2.800 -3.286 1.014 0.22 -0.13 -0.65 0.09
H 3.580 -1.759 0.345 0.23 -0.34 0.05 0.07
H 2.062 -1.730 1.188 -0.18 0.06 -0.10 0.06
H 3.699 -1.057 2.735 0.52 0.12 0.41 0.13
H 3.530 -2.515 4.546 0.19 -0.14 0.28 0.12
H 3.162 -3.943 3.603 -0.09 -0.20 -0.36 0.13
H 1.182 -4.003 5.119 0.08 -0.08 -0.04 0.07
H -0.138 -2.866 4.926 0.15 0.35 -0.84 0.10
H 1.293 -2.398 5.809 0.17 0.12 0.07 0.07
H 5.525 -2.176 1.541 -0.03 0.66 0.08 0.07
H 5.086 -3.567 2.034 -0.39 -0.46 0.30 0.07
C 1.801 -2.260 -2.150 -1.65 -0.55 0.07 -0.06
C 2.229 -1.616 -3.496 1.11 -2.60 2.60 -0.44
C 1.275 -0.777 -4.238 -1.22 -0.64 -0.48 -0.22
O 0.193 -1.586 -4.673 0.09 -0.33 -0.21 -0.20
C -0.808 -0.850 -5.377 0.77 -0.44 0.34 -0.09
N 3.411 -0.892 -3.107 0.49 0.68 -0.30 0.04
H 1.362 -1.589 -1.411 0.47 0.69 0.07 0.06
H 2.573 -2.867 -1.677 0.48 0.51 -0.24 0.07
H 0.984 -2.981 -2.191 -0.27 -0.16 -0.80 0.06
H 2.629 -2.479 -4.028 -0.50 0.06 -0.87 0.14
H 1.812 -0.356 -5.088 -0.07 0.39 -0.21 0.12
H 0.859 0.000 -3.595 0.24 0.46 0.10 0.12
H -0.657 0.190 -5.090 -0.93 0.19 -0.08 0.08
H -1.754 -1.318 -5.106 -0.15 0.63 0.06 0.06
H -0.687 -0.947 -6.456 0.19 0.04 -0.18 0.08
H 3.057 -0.135 -2.539 0.35 0.50 0.06 0.03
H 3.782 -0.514 -3.967 0.47 0.58 0.06 0.07
C -3.133 -4.467 1.404 -0.57 -0.63 1.08 -0.06
C -1.820 -3.775 1.637 1.29 0.13 -0.12 -0.46
C -0.550 -4.415 1.101 -0.30 -1.77 0.08 -0.17
O -0.217 -5.696 1.653 -0.47 -0.38 1.05 -0.20
C -0.117 -5.753 3.086 -0.10 -0.23 -1.31 -0.10
N -1.978 -2.512 0.983 0.00 1.39 -0.36 0.06
H -3.843 -3.701 1.717 -0.37 -0.03 -0.55 0.08
H -3.372 -5.298 2.067 0.46 -0.36 0.00 0.07
H -3.297 -4.807 0.381 0.09 0.24 -0.04 0.07
H -1.620 -3.637 2.699 -0.50 0.34 0.28 0.12
H 0.353 -3.820 1.238 -0.28 0.71 -0.27 0.11
H -0.765 -4.686 0.067 0.46 0.44 -0.35 0.13
H 0.638 -5.051 3.441 0.25 -0.19 0.04 0.05
H 0.115 -6.802 3.270 0.35 0.19 0.33 0.09
H -1.044 -5.535 3.616 -0.28 0.11 -0.15 0.08
H -1.161 -1.920 0.945 0.43 0.33 0.75 0.04
H -2.086 -2.629 -0.015 -0.47 -0.36 -0.43 0.02
C -0.315 4.947 1.869 0.64 0.91 1.33 -0.07
C -1.269 3.886 1.349 1.40 1.57 1.14 -0.41
C -2.567 3.745 2.184 0.89 -2.04 -0.51 -0.13
O -3.215 2.544 1.653 -0.50 0.70 -0.10 -0.19
C -4.088 2.703 0.529 -0.20 0.62 0.84 -0.12
N -1.448 4.286 -0.029 -0.83 -1.11 -0.36 0.03
H 0.563 5.172 1.264 -0.39 -0.36 -0.84 0.07
H 0.201 4.758 2.810 -0.67 -0.42 0.50 0.06
H -0.848 5.891 1.980 -0.07 0.27 0.06 0.07
H -0.689 2.964 1.394 -0.56 -0.38 -0.13 0.12
H -3.195 4.622 2.339 -0.31 0.26 -0.97 0.12
H -2.327 3.480 3.213 0.38 -0.29 -0.05 0.12
H -4.341 1.736 0.096 0.44 -0.06 0.13 0.07
H -3.707 3.385 -0.231 0.03 -0.29 -0.13 0.06
H -5.026 3.147 0.861 -0.32 0.10 0.14 0.08
H -2.090 5.065 -0.069 -0.18 0.34 -0.01 0.09
H -1.943 3.509 -0.443 0.02 0.00 -0.75 0.04
C 2.622 3.931 -0.880 0.50 -1.22 0.73 -0.07
C 3.265 2.716 -0.182 2.02 1.92 2.30 -0.42
C 2.945 2.511 1.371 -1.46 -0.54 -0.37 -0.15
O 3.443 3.511 2.276 0.94 0.89 -1.56 -0.19
C 3.064 3.543 3.641 -1.18 -0.87 -0.45 -0.10
N 3.131 1.587 -1.033 -1.35 -1.19 0.15 0.01
H 3.278 4.097 -1.734 -0.24 0.53 -0.15 0.05
H 2.635 4.773 -0.188 -0.23 0.14 -0.32 0.07
H 1.637 3.638 -1.244 -0.08 0.47 0.19 0.04
H 4.340 2.898 -0.164 0.40 0.71 0.29 0.12
H 3.245 1.525 1.725 0.69 -0.31 -0.16 0.10
H 1.862 2.392 1.384 -0.53 0.59 0.51 0.10
H 1.986 3.692 3.694 -0.14 -0.54 0.24 0.05
H 3.462 4.348 4.259 0.76 0.36 -0.89 0.08
H 3.379 2.618 4.124 -0.29 -0.30 0.17 0.08
H 3.615 0.769 -0.690 0.42 0.05 -0.37 0.08
H 3.400 1.913 -1.950 0.29 -0.59 -0.21 0.08
C -3.982 -3.368 -2.108 -0.07 -0.84 -0.81 -0.08
C -3.266 -2.225 -2.782 0.85 0.69 0.96 -0.38
C -4.058 -0.872 -2.631 1.30 1.03 -1.66 -0.12
O -3.380 0.200 -3.410 0.58 -1.99 0.29 -0.23
C -4.107 1.380 -3.550 -1.16 0.18 1.02 -0.15
N -1.889 -2.176 -2.175 -1.19 1.04 -0.03 0.06
H -4.931 -3.576 -2.601 -0.48 0.37 0.47 0.08
H -4.009 -3.323 -1.019 -0.32 0.29 -0.20 0.06
H -3.435 -4.268 -2.389 0.37 -0.19 0.31 0.08
H -3.126 -2.485 -3.831 -0.58 0.37 -0.32 0.12
H -4.197 -0.477 -1.625 0.25 -0.44 0.42 0.11
H -5.061 -0.974 -3.047 -0.15 -0.33 -0.16 0.11
H -4.376 1.743 -2.558 -0.13 0.25 0.42 0.07
H -5.061 1.171 -4.035 -0.18 0.12 -0.46 0.08
H -3.582 2.222 -4.001 0.44 -0.67 -0.30 0.07
H -1.440 -1.364 -2.573 0.38 0.21 0.01 0.05
H -1.311 -2.959 -2.444 -0.21 -0.24 -0.27 0.07
C -0.554 0.634 -0.489 2.11 0.85 -2.56 -0.77
O -0.178 -0.193 0.282 1.25 -2.64 3.32 0.02
N -1.712 0.754 -1.010 -6.13 -0.60 -0.05 0.21
N 0.236 1.409 -1.206 2.62 1.52 0.19 0.19
H -2.298 -0.063 -0.915 -0.39 0.54 -0.04 0.09
H -1.824 1.457 -1.727 -0.74 -0.50 -0.30 0.07
H -0.245 1.962 -1.901 1.00 0.34 -0.40 0.06
H 1.227 1.224 -1.136 0.30 0.79 -0.23 0.05
C -0.733 3.920 -3.448 -1.45 -0.10 1.93 -0.87
O -1.515 3.010 -3.075 0.24 -0.80 -0.72 -0.10
N -0.306 4.201 -4.631 -0.36 -2.05 -4.55 0.08
N -0.312 4.800 -2.592 0.72 1.12 1.72 0.15
H 0.224 5.007 -4.930 0.20 0.34 0.22 -0.03
H -0.719 3.629 -5.354 0.28 0.11 -0.41 0.04
H 0.206 5.552 -3.023 0.10 0.48 1.04 0.03
H -0.674 4.663 -1.659 0.59 0.78 0.62 0.04
C 0.710 0.865 3.983 -0.79 3.34 -0.71 -0.75
O 0.249 2.003 3.954 -0.44 0.50 -0.08 0.01
N 0.858 0.072 2.972 0.53 -2.24 -2.60 0.21
N 1.207 0.359 5.086 1.38 -1.58 3.90 0.17
H 1.234 -0.839 3.194 -0.18 -0.02 -0.54 0.05
H 0.729 0.285 1.993 -0.66 0.23 0.06 0.07
H 1.662 -0.543 5.058 -0.01 0.41 0.16 0.07
H 1.317 0.927 5.914 -0.23 -0.11 -0.39 0.12
```
Positions in Å, forces in eV/Å.

Properties
charge	-1
2S+1	2
strongest force on any atom	6.16	eV Å⁻¹


Record 2
Below is 12 unconnected molecules or ions with the total composition C27H78O12, with properties calculated with ωB97M-V with the def2-TZVPD basis set.

```
117
Properties=species:S:1:pos:R:3:forces:R:3:lowdin_charge:R:1
C -3.761 -4.612 7.514 0.19 0.42 -0.81 -0.09
C -3.352 -4.957 6.084 0.45 0.10 -0.07 -0.33
O -3.498 -3.841 5.209 -0.31 0.40 0.38 -0.09
H -3.118 -3.829 7.917 0.12 -0.02 -0.05 0.07
H -3.645 -5.498 8.138 -0.33 0.05 0.03 0.07
H -4.770 -4.200 7.503 -0.13 -0.33 0.25 0.07
H -3.941 -5.785 5.688 -0.10 -0.20 0.15 0.10
H -2.301 -5.245 6.081 0.12 -0.28 0.07 0.10
H -2.983 -3.978 4.410 0.01 -0.13 0.05 0.08
C -3.996 3.006 8.782 0.05 -2.52 -0.75 -0.13
C -4.570 4.232 9.304 -0.01 1.01 -0.07 -0.34
O -3.816 5.286 8.690 -0.27 0.60 0.73 -0.08
H -4.343 2.809 7.767 0.33 0.09 -0.29 0.08
H -4.311 2.121 9.334 0.02 -0.09 0.22 0.08
H -2.909 3.071 8.817 -0.06 -0.09 -0.08 0.09
H -4.454 4.176 10.386 0.00 0.98 0.04 0.12
H -5.613 4.379 9.024 -0.23 -0.22 0.39 0.11
H -4.076 5.242 7.767 0.17 0.25 -0.19 0.08
C 3.351 0.551 7.660 -0.16 -1.01 0.41 -0.09
C 3.001 0.090 9.098 -0.99 0.91 -1.53 -0.33
O 3.373 1.090 9.983 1.11 0.67 1.45 -0.09
H 2.730 1.366 7.288 -0.05 0.17 0.36 0.07
H 3.177 -0.276 6.972 0.26 -0.05 -0.17 0.07
H 4.397 0.857 7.660 -0.01 -0.07 -0.22 0.07
H 3.471 -0.860 9.354 0.10 0.23 0.11 0.11
H 1.920 0.031 9.221 -0.25 -0.85 -0.40 0.10
H 2.933 1.904 9.727 -0.01 0.01 0.00 0.08
C 8.069 0.567 1.649 -0.53 0.61 -0.27 -0.09
C 7.764 0.856 0.178 0.76 -0.78 -0.21 -0.31
O 8.512 -0.072 -0.639 -0.36 0.01 0.53 -0.09
H 9.124 0.501 1.917 -0.04 0.03 -0.29 0.07
H 7.538 -0.320 1.993 0.20 -0.16 -0.17 0.07
H 7.616 1.401 2.186 0.14 0.07 0.32 0.07
H 8.021 1.863 -0.152 0.12 0.21 0.38 0.10
H 6.685 0.748 0.062 -0.14 -0.16 -0.30 0.10
H 8.342 0.075 -1.573 -0.15 0.16 0.00 0.07
C 4.987 -5.940 -0.878 0.99 0.19 -0.23 -0.11
C 3.536 -6.242 -0.943 -0.29 -0.53 -0.12 -0.35
O 2.895 -5.470 -1.940 -0.51 0.54 0.04 -0.08
H 5.517 -6.502 -0.110 -0.16 0.07 0.22 0.08
H 5.112 -4.869 -0.718 0.25 -0.03 0.02 0.08
H 5.461 -6.224 -1.818 0.10 0.18 -0.15 0.07
H 3.085 -6.001 0.020 -0.34 -0.05 -0.15 0.11
H 3.396 -7.299 -1.168 -0.20 -0.21 0.27 0.11
H 3.043 -5.839 -2.814 0.16 -0.14 0.09 0.08
C 2.778 3.980 -6.902 0.13 0.34 0.14 -0.09
C 3.979 4.620 -6.134 -1.40 -0.39 -0.48 -0.30
O 3.547 5.909 -5.683 0.05 -0.18 -0.31 -0.09
H 1.863 3.734 -6.363 0.31 0.12 0.65 0.06
H 3.038 3.079 -7.457 0.38 0.02 0.09 0.06
H 2.447 4.715 -7.636 0.17 0.10 -0.13 0.07
H 4.756 4.662 -6.897 0.39 0.40 0.17 0.10
H 4.353 4.053 -5.281 -0.16 -0.33 -0.09 0.10
H 4.136 6.238 -5.000 0.12 -0.09 -0.04 0.08
C 6.799 -1.990 -6.504 0.76 0.57 0.84 -0.08
C 7.608 -0.973 -7.317 -0.60 -1.20 -0.92 -0.36
O 7.911 0.175 -6.605 0.07 1.05 1.19 -0.07
H 6.353 -2.798 -7.085 -0.05 0.33 -0.19 0.07
H 6.065 -1.441 -5.914 -0.41 -0.07 -0.32 0.07
H 7.420 -2.459 -5.741 0.24 -0.10 -0.06 0.07
H 6.995 -0.670 -8.166 -0.01 -0.27 -0.42 0.11
H 8.554 -1.388 -7.666 -0.09 -0.49 -0.31 0.11
H 8.262 0.797 -7.246 0.07 0.18 0.20 0.09
C -4.084 -7.319 -0.875 -0.61 0.31 -0.58 -0.08
C -5.167 -8.367 -1.262 0.12 2.25 1.15 -0.36
O -4.573 -9.593 -1.325 0.66 -2.01 -0.57 -0.06
H -3.314 -7.112 -1.618 -0.18 -0.59 -0.56 0.06
H -3.494 -7.561 0.009 -0.58 -0.08 0.30 0.07
H -4.585 -6.353 -0.811 -0.01 0.12 0.58 0.06
H -5.724 -8.029 -2.136 0.44 -0.24 -0.78 0.10
H -5.976 -8.391 -0.532 0.13 0.26 0.61 0.11
H -5.136 -10.255 -0.917 0.05 -0.02 -0.14 0.09
C -7.411 2.581 -2.429 0.20 0.40 -0.61 -0.09
C -6.216 2.990 -1.562 -0.73 -0.57 -1.93 -0.36
O -6.714 3.021 -0.291 0.14 0.45 2.53 -0.07
H -8.201 3.322 -2.307 0.19 0.34 -0.19 0.07
H -7.914 1.676 -2.089 0.52 -0.41 -0.03 0.07
H -7.129 2.509 -3.480 -0.23 -0.16 -0.11 0.07
H -5.856 3.973 -1.867 -0.10 0.13 0.24 0.11
H -5.369 2.310 -1.660 0.11 -0.21 -0.09 0.11
H -6.863 2.111 -0.024 -0.09 0.02 0.20 0.09
C -4.100 8.374 1.593 1.66 0.07 -0.10 -0.06
C -3.277 7.417 2.469 -1.88 -1.12 0.10 -0.49
C -2.129 8.043 3.237 -1.07 0.13 -0.75 -0.05
O -4.195 6.867 3.439 0.35 0.02 0.87 -0.08
H -5.088 8.012 1.307 0.09 -0.08 0.33 0.08
H -3.511 8.471 0.681 -0.16 0.46 -0.28 0.07
H -4.127 9.336 2.104 -0.41 0.09 -0.17 0.08
H -2.978 6.556 1.872 0.53 0.11 -0.28 0.13
H -2.626 8.730 3.922 0.38 0.07 0.29 0.08
H -1.559 8.623 2.510 0.42 -0.05 0.27 0.08
H -1.545 7.290 3.765 0.03 0.22 -0.09 0.08
H -4.837 6.301 3.004 0.05 0.05 -0.18 0.08
C -0.641 -2.358 -8.249 0.62 0.17 -0.01 -0.07
C -2.129 -2.614 -8.251 -0.25 1.17 -1.27 -0.47
C -2.933 -1.282 -8.264 -0.29 -0.24 0.97 -0.06
O -2.429 -3.303 -9.467 0.05 -0.45 0.06 -0.06
H 0.016 -3.228 -8.245 -0.44 -0.42 0.53 0.08
H -0.397 -1.705 -7.411 0.20 -0.03 0.00 0.08
H -0.295 -1.887 -9.170 -0.51 0.48 -0.09 0.08
H -2.445 -3.223 -7.404 0.09 0.05 0.19 0.13
H -4.001 -1.497 -8.304 -0.09 -0.19 -0.16 0.07
H -2.738 -0.548 -9.046 0.47 -0.50 -0.31 0.08
H -2.819 -0.737 -7.327 0.23 -0.03 0.22 0.07
H -3.231 -3.810 -9.324 -0.09 -0.01 -0.15 0.08
C 0.747 0.422 -0.785 -0.15 0.68 0.65 -0.07
C 0.468 -0.197 0.602 -0.23 0.91 -1.09 -0.48
C -0.266 0.759 1.585 0.09 -0.53 -0.14 -0.05
O -0.303 -1.355 0.341 -0.58 -0.33 0.80 -0.06
H 1.261 -0.265 -1.458 0.22 -0.08 0.19 0.07
H 1.328 1.337 -0.666 0.21 0.01 -0.19 0.07
H -0.184 0.693 -1.283 -0.16 -0.01 0.15 0.08
H 1.426 -0.489 1.032 0.12 0.04 0.30 0.13
H 0.274 1.690 1.759 0.38 -0.16 -0.14 0.07
H -0.398 0.277 2.553 0.13 -0.12 0.01 0.07
H -1.264 1.080 1.286 -0.02 -0.33 -0.51 0.08
H 0.197 -1.901 -0.270 0.00 -0.09 -0.03 0.08
```
Positions in Å, forces in eV/Å.

Properties
structure (SMILES)	CC(C)O.CC(C)O.CC(C)O.CCO.CCO.CCO.CCO.CCO.CCO.CCO.CCO.CCO
2S+1	1
strongest force on any atom	2.63	eV Å⁻¹


Result set for relative energy (zero: lowest compared OMol25 entry of this formula, charge and spin): 0.30 101.94 kcal per mole, one per record in the order listed.
Result set for electronic energy: -65568.8545 -53828.6066 eV, one per record in the order listed.